A 6-piece molecular cluster, C48H77BClN3O14P2S overall. Source: the OMol25 dataset; level of theory: ωB97M-V with the def2-TZVPD basis set.

- E: -126760.485 eV
- Orbital gap: 7.263 eV
- Spin multiplicity: 1
- Relative energy (zero: lowest compared OMol25 entry of this formula, charge and spin): 0.0 kJ/mol
- Molecular weight: 1060.431 g/mol
- LUMO: 0.17 eV

Each line ends with the Löwdin charge.
CARTESIAN COORDINATES (ANGSTROEM)
C (-1.9529, -0.6663, 7.2948)  -0.120
C (-2.3738, -2.2149, 7.3399)  -0.375
C (-3.9925, -2.2405, 7.5069)  -0.121
C (-1.8604, -3.1018, 6.0859)  -0.151
C (-1.1630, -2.0830, 5.0466)  -0.172
C (0.3858, -1.8081, 5.0664)  0.068
C (1.0654, -0.8319, 4.0375)  -0.079
C (0.0624, -0.1671, 3.0136)  -0.376
C (-1.4651, -0.4122, 3.0064)  -0.363
P (-2.4796, 0.5577, 1.7123)  0.846
C (-3.6971, 1.7087, 2.6554)  -0.332
C (-3.4664, -0.5961, 0.5791)  -0.327
C (-2.1251, -1.4028, 4.0192)  -0.504
Cl (-3.9224, -1.7025, 3.9499)  0.600
S (0.9041, 1.0024, 1.8179)  0.855
C (2.2278, 1.7193, 2.9263)  -0.343
C (2.9295, 0.7889, 3.9983)  -0.066
C (3.9981, 1.5143, 4.8392)  -0.077
C (4.8390, 0.7328, 5.9174)  -0.130
C (4.5338, 0.6801, 7.4496)  -0.005
C (5.3540, -0.0777, 8.5063)  -0.119
N (6.5266, -0.7880, 8.1381)  -0.006
C (6.8611, -0.7378, 6.7636)  -0.138
C (6.1498, -0.0746, 5.5701)  0.004
C (4.3549, 3.0417, 4.6620)  0.041
C (3.6263, 3.9103, 3.6146)  -0.168
C (3.9529, 5.4759, 3.4491)  -0.137
C (3.0289, 6.2357, 4.5527)  -0.325
O (1.7415, 5.5382, 4.7016)  -0.113
C (2.8175, 7.7958, 4.2281)  -0.211
N (2.1048, 8.4109, 5.3815)  -0.022
C (2.5477, 3.2170, 2.7351)  -0.311
P (1.6264, 4.2605, 1.4587)  0.867
C (1.9785, 3.7136, -0.3199)  -0.334
C (-0.2250, 4.3677, 1.8313)  -0.301
N (2.5262, -0.5976, 4.0207)  -0.090
O (3.0530, -1.4019, 4.9726)  0.028
B (3.9362, -2.4262, 4.4637)  -0.604
O (4.3640, -3.4263, 5.4283)  0.116
O (4.4236, -2.4648, 3.1137)  0.123
H (-2.5055, -0.0762, 6.4879)  0.077
H (-0.8096, -0.4955, 7.2763)  0.083
H (-2.2956, -0.2123, 8.3048)  0.085
H (-1.9476, -2.6626, 8.3114)  0.125
H (-4.4849, -1.2571, 7.1627)  0.073
H (-4.4799, -3.1524, 7.0228)  0.069
H (-4.1929, -2.3221, 8.6408)  0.076
H (-1.0916, -3.8582, 6.4689)  0.112
H (-2.7819, -3.6103, 5.6105)  0.090
H (0.9609, -2.3672, 5.8767)  0.110
H (-3.8902, 2.6763, 2.0523)  0.041
H (-4.6920, 1.1727, 2.9061)  0.026
H (-3.1880, 2.0574, 3.6294)  0.041
H (-4.5898, -0.3671, 0.7492)  0.041
H (-3.2772, -0.3105, -0.5240)  0.028
H (-3.2481, -1.7064, 0.7153)  0.044
H (3.6135, 1.2629, 7.8197)  0.100
H (5.0153, -0.0276, 9.5964)  0.104
H (7.8362, -1.2901, 6.4858)  0.106
H (6.5743, -0.1426, 4.5171)  0.103
H (5.1745, 3.5079, 5.3178)  0.114
H (3.6695, 5.8907, 2.4267)  0.077
H (5.0677, 5.6563, 3.6087)  0.116
H (3.5456, 6.1168, 5.5796)  0.147
H (1.0354, 6.0781, 4.2603)  0.053
H (2.2986, 7.9614, 3.2248)  0.135
H (3.8753, 8.2645, 4.2092)  0.122
H (2.3448, 7.9413, 6.2698)  0.071
H (1.0899, 8.4520, 5.2405)  0.041
H (2.2613, 4.6367, -0.9546)  0.040
H (1.0062, 3.2809, -0.7553)  0.037
H (2.8166, 2.9229, -0.3431)  0.047
H (-0.3756, 5.2307, 2.5854)  0.016
H (-0.8559, 4.5995, 0.9107)  0.053
H (-0.6016, 3.4044, 2.3502)  0.019
H (4.0988, -3.0555, 6.3103)  0.112
H (5.2710, -1.9505, 3.1452)  0.113
O (-1.4077, -0.6791, -2.3490)  0.089
C (-0.4428, -0.4103, -3.0259)  -0.519
O (0.5836, 0.2646, -2.4814)  -0.010
C (1.8515, 0.4680, -3.1162)  -0.233
C (1.8156, 1.6772, -4.0288)  -0.066
C (-0.4073, -0.7502, -4.4885)  0.013
H (2.1821, -0.4375, -3.6317)  0.115
H (2.5715, 0.6458, -2.3137)  0.117
H (1.0955, 1.5483, -4.8396)  0.068
H (2.7998, 1.8594, -4.4662)  0.081
H (1.5079, 2.5659, -3.4709)  0.073
H (-0.9196, 0.0331, -5.0509)  0.102
H (-0.9253, -1.6985, -4.6378)  0.066
H (0.5991, -0.8873, -4.8840)  0.074
O (-1.6195, -3.5290, -5.8876)  0.080
C (-1.3895, -3.6471, -7.0728)  -0.508
O (-0.9521, -2.5920, -7.7819)  -0.005
C (-0.4699, -2.6678, -9.1322)  -0.236
C (-1.6141, -2.5954, -10.1226)  -0.068
C (-1.6651, -4.9421, -7.7801)  0.007
H (0.1553, -3.5511, -9.2759)  0.100
H (0.1824, -1.8033, -9.2747)  0.125
H (-2.3020, -3.4358, -10.0055)  0.072
H (-1.2380, -2.5974, -11.1448)  0.055
H (-2.1987, -1.6844, -9.9640)  0.084
H (-2.7192, -4.9802, -8.0602)  0.102
H (-1.4448, -5.7617, -7.0989)  0.067
H (-1.0448, -5.1028, -8.6622)  0.077
O (-2.8314, -7.2214, -6.4602)  0.075
C (-3.2744, -7.3454, -5.3404)  -0.506
O (-4.5980, -7.4879, -5.1512)  0.003
C (-5.2041, -7.8308, -3.8981)  -0.234
C (-5.4255, -6.5981, -3.0451)  -0.065
C (-2.3690, -7.2600, -4.1455)  0.016
H (-4.6266, -8.6015, -3.3808)  0.113
H (-6.1709, -8.2797, -4.1378)  0.122
H (-4.4829, -6.1076, -2.7938)  0.071
H (-5.9377, -6.8590, -2.1164)  0.081
H (-6.0290, -5.8643, -3.5861)  0.086
H (-2.2173, -6.2099, -3.8861)  0.101
H (-1.4094, -7.7094, -4.4048)  0.094
H (-2.7358, -7.8038, -3.2752)  0.070
O (0.6864, -3.4697, -11.6635)  0.081
C (0.9202, -3.5872, -12.8459)  -0.501
O (1.3615, -2.5327, -13.5529)  0.007
C (1.8480, -2.6067, -14.8999)  -0.230
C (0.7080, -2.5323, -15.8954)  -0.066
C (0.6453, -4.8818, -13.5560)  0.016
H (2.4736, -3.4917, -15.0430)  0.115
H (2.5015, -1.7424, -15.0377)  0.124
H (0.0194, -3.3723, -15.7826)  0.068
H (1.0893, -2.5331, -16.9187)  0.083
H (0.1240, -1.6216, -15.7378)  0.086
H (-0.4083, -4.9175, -13.8403)  0.101
H (0.8623, -5.7044, -12.8733)  0.095
H (1.2681, -5.0424, -14.4356)  0.072
O (-0.8308, 6.9455, 4.2576)  0.067
C (-1.3210, 6.7905, 5.3617)  -0.488
O (-2.6501, 6.6547, 5.4862)  0.011
C (-3.3155, 6.2771, 6.6992)  -0.227
C (-3.5658, 7.4837, 7.5811)  -0.066
C (-0.4745, 6.8276, 6.6012)  0.006
H (-2.7683, 5.4849, 7.2166)  0.116
H (-4.2737, 5.8454, 6.4016)  0.125
H (-2.6317, 7.9569, 7.8907)  0.068
H (-4.1218, 7.1977, 8.4765)  0.083
H (-4.1383, 8.2401, 7.0375)  0.086
H (-0.3270, 7.8665, 6.9035)  0.099
H (0.4922, 6.3768, 6.3743)  0.067
H (-0.8891, 6.2592, 7.4335)  0.079

Atomic forces in eV per Å
0.07 0.11 1.42
-0.79 0.41 0.35
0.35 0.00 1.01
0.56 1.48 -0.07
-0.12 0.72 -2.25
-2.09 1.52 -2.33
-4.94 -1.15 0.38
0.15 -1.42 2.28
0.79 -1.63 2.11
1.02 0.81 -0.31
-0.52 -0.16 0.70
-1.32 0.03 -0.39
5.17 0.84 0.09
2.36 0.35 0.18
0.42 -0.46 2.03
1.55 0.77 1.78
1.00 4.88 -0.78
-0.76 0.74 -0.87
2.83 -2.28 2.59
1.01 -0.56 -0.94
0.21 0.81 -4.03
-2.37 2.11 -2.47
-0.88 0.63 -1.02
-2.11 0.83 3.96
-2.63 -1.08 -2.40
0.02 -3.05 0.22
-0.80 -0.69 0.69
0.28 -0.20 -0.38
0.68 1.45 -0.67
1.21 -0.94 1.10
-0.10 0.15 -0.58
0.93 -2.74 2.13
0.73 1.66 0.28
-0.61 -0.82 -0.56
-0.70 -0.72 1.20
-3.13 1.74 -1.18
2.29 -1.92 0.50
0.92 -1.07 0.36
-1.40 3.09 -0.91
0.16 0.88 2.56
1.00 -0.95 0.89
-1.91 -0.30 -0.32
0.43 -0.69 -1.53
-0.51 0.64 -1.55
0.79 -1.67 0.26
0.67 1.34 0.50
0.11 0.16 -1.73
-1.15 0.96 -0.77
1.80 0.71 0.60
-0.77 0.98 -1.45
0.32 -1.80 0.72
1.54 1.02 -0.31
-0.75 -0.71 -1.43
1.69 -0.69 -0.08
0.12 -0.45 1.90
-0.34 1.54 -0.06
1.55 -1.03 -0.69
0.73 -0.25 -1.78
-1.75 0.90 0.66
-0.61 0.14 1.65
-1.43 -0.98 -1.08
0.31 -0.96 1.28
-1.50 -0.20 0.04
-0.72 0.35 -1.50
0.78 -0.50 0.38
0.57 -0.24 1.48
-1.60 -0.72 -0.34
-0.38 0.34 -0.94
0.77 -0.30 0.13
-0.32 -1.51 1.23
1.55 0.35 0.45
-1.34 1.24 -0.07
0.36 -1.34 -1.34
1.03 -0.45 1.08
0.38 1.46 -1.06
0.33 -0.73 -0.91
-0.97 -0.72 -0.38
0.59 0.31 -0.01
-0.67 -0.18 -0.21
0.24 0.04 0.68
0.00 0.12 -0.22
-0.16 0.11 -0.13
0.31 -0.53 -0.11
-0.13 0.06 -0.03
-0.27 -0.08 0.10
0.11 -0.07 0.00
-0.04 -0.01 0.04
0.12 -0.10 0.03
0.04 -0.06 0.03
-0.15 0.24 -0.03
-0.05 0.22 -0.05
0.25 0.26 -0.61
-0.35 -0.28 0.19
0.23 0.41 0.59
-0.10 -0.15 -0.36
-0.38 0.04 0.01
0.71 -0.24 -0.19
-0.18 0.05 0.04
-0.09 -0.06 0.26
0.10 -0.03 -0.01
-0.05 0.05 0.20
0.12 -0.03 0.04
0.09 -0.06 0.07
-0.29 0.22 -0.04
-0.19 0.18 -0.11
-0.78 -0.44 0.65
0.47 0.24 -0.28
-0.22 -0.25 -0.49
-0.02 0.18 0.28
0.11 0.19 0.01
0.22 -0.51 0.38
0.06 0.12 -0.05
0.18 0.05 -0.24
-0.04 -0.09 0.05
0.02 0.00 -0.06
-0.01 -0.15 0.04
-0.01 -0.06 -0.05
-0.06 0.25 -0.12
-0.08 0.21 0.02
0.53 0.16 -0.92
-0.25 -0.21 0.42
0.25 0.31 0.41
-0.14 -0.07 -0.30
-0.22 -0.05 0.02
0.47 -0.46 -0.17
-0.13 0.00 0.07
-0.10 -0.05 0.29
0.11 -0.02 -0.06
-0.01 0.01 0.07
0.15 -0.03 -0.03
0.08 0.00 0.02
-0.23 0.16 0.06
-0.20 0.11 -0.07
-0.54 -0.11 0.65
0.26 0.19 -0.18
0.00 -0.20 -0.63
-0.06 0.12 0.35
0.11 0.21 0.00
0.15 -0.59 0.40
0.06 0.12 -0.06
0.20 0.06 -0.24
-0.04 -0.11 0.06
0.02 0.00 -0.07
-0.02 -0.15 0.04
-0.08 -0.06 0.03
-0.07 0.18 -0.12
-0.13 0.24 0.00